No. 1
ORCA calculation (ωB97M-V/def2-TZVPD) on the molecule C7H13N3O5 in a non-equilibrium geometry.

```
28
Properties=species:S:1:pos:R:3:forces:R:3:mulliken_charge:R:1
N -3.29745 1.74638 0.18501 1.95 0.71 -0.39 -0.3414
C -2.51540 1.12672 1.13037 1.22 0.86 -1.50 0.3541
O -2.92220 0.49995 2.05375 -1.30 -1.35 1.45 -0.5994
C -1.01891 1.41183 1.02587 -1.02 0.15 -2.92 -0.8407
C -0.42422 1.40135 -0.41676 -0.16 0.55 0.27 0.3117
N -1.01322 2.40253 -1.29737 1.40 0.87 3.29 -0.6115
C -0.52674 0.13486 -1.18128 -0.63 -0.18 -3.23 0.0317
O -1.17060 0.18370 -2.27953 1.44 -1.69 3.11 -0.7465
N 0.24952 -0.93650 -0.84030 -0.93 1.03 1.24 -0.0849
C 1.46185 -1.13007 0.02637 -3.51 0.76 -1.36 -0.2924
C 1.05121 -2.18802 1.07170 1.02 -1.86 -0.21 -0.4729
O 2.25502 -2.36781 1.85080 0.12 1.06 -0.16 -0.5478
C 2.48215 -1.39607 -1.07225 2.06 -0.66 -1.29 0.5735
O 2.34560 -1.46813 -2.28416 -0.60 0.10 2.37 -0.5401
O 3.72192 -1.40636 -0.56845 0.12 -0.93 3.37 -0.5287
H -4.21973 1.48729 0.06577 -2.09 -0.75 0.29 0.1852
H -2.91530 2.28943 -0.59955 0.21 -0.52 1.08 0.2631
H -1.00501 2.41226 1.33113 0.62 1.73 0.60 0.3993
H -0.36497 0.85365 1.61349 0.37 -1.27 1.52 0.3448
H 0.68923 1.50705 -0.27041 -0.92 0.56 -0.34 0.5178
H -0.37217 3.14235 -1.40386 0.03 0.95 -0.97 0.1971
H -1.64605 2.09246 -1.97297 0.02 -0.53 -1.56 0.2464
H 0.23759 -1.57091 -1.59723 0.13 -0.91 -0.85 0.3517
H 1.84474 -0.24182 0.53582 -0.51 0.23 -0.12 0.4416
H 0.13562 -2.05268 1.73619 1.22 0.71 -1.09 0.3156
H 0.85857 -3.10586 0.47284 -0.05 0.33 0.46 0.3365
H 2.43857 -3.23184 2.20854 -0.51 -0.54 -0.04 0.2973
H 3.64038 -1.59573 0.47646 0.30 0.57 -3.05 0.4390
```
Positions in Å, forces in eV/Å.

The calculation puts the total energy at -22176.8230 eV. As for the spin multiplicity: 1. As for the SMILES: NC(=O)C[C@H](N)C(=O)N[C@@H](CO)C(=O)O. As for the net charge: 0.



No. 2
ORCA calculation (ωB97M-V/def2-TZVPD) on a structure of composition C8H11NO4 in a non-equilibrium geometry.

```
24
Properties=species:S:1:pos:R:3:forces:R:3:mulliken_charge:R:1
C -0.79363 0.32008 -1.81515 -0.43 -0.66 0.00 0.8606
C -1.10449 -0.17763 -3.01741 0.16 0.31 0.24 -1.1963
C -1.01321 -0.47760 -0.54643 -0.03 -0.12 0.11 -0.7384
C 0.27888 -0.73433 0.26383 0.01 0.01 0.33 -0.9509
C 2.04177 0.47932 2.54871 0.65 0.04 -0.09 -0.2546
C -0.21537 1.63844 -1.71271 -0.08 -0.61 2.31 -0.6428
C 0.17101 -0.51738 1.78983 -0.09 0.17 -0.19 0.2139
C -0.11143 0.96616 2.18711 0.09 -0.50 -2.52 0.1189
N 0.13167 2.15763 -0.54558 0.93 0.60 0.30 0.7287
O 0.78116 3.15392 -0.36755 -0.26 -0.18 0.06 -0.5760
O -0.51546 1.70296 0.98551 -0.80 1.00 -0.56 -0.4744
O 1.42337 -0.76507 2.41188 0.04 -0.28 0.10 -0.4732
O 1.01946 1.40496 2.82884 -0.08 0.17 0.14 -0.3964
H -0.96482 0.39663 -3.91772 0.05 0.15 -0.17 0.2816
H -1.50820 -1.16630 -3.13666 -0.08 -0.23 0.07 0.2872
H -1.72634 0.06640 0.07500 -0.01 -0.12 -0.09 0.3698
H -1.46749 -1.43140 -0.81799 -0.02 0.05 -0.05 0.4658
H 0.60398 -1.76631 0.12038 0.04 0.05 -0.01 0.4246
H 1.08719 -0.09764 -0.10222 0.02 -0.09 0.01 0.3270
H 2.73767 0.45045 3.39037 -0.12 -0.01 -0.11 0.2452
H 2.57853 0.77000 1.62648 -0.19 -0.03 0.15 0.2776
H 0.09771 2.20960 -2.57045 0.07 0.17 0.06 0.4150
H -0.55950 -1.20423 2.22612 0.05 0.09 -0.02 0.3697
H -0.99622 1.14560 2.80223 0.08 0.04 -0.07 0.3175
```
Positions in Å, forces in eV/Å.

The calculation puts the total energy at -18148.4467 eV. As for the spin multiplicity: 1. As for the net charge: 0.



No. 3
ORCA calculation (ωB97M-V/def2-TZVPD) on the molecule C5H9OP in a non-equilibrium geometry.

```
16
Properties=species:S:1:pos:R:3:forces:R:3:mulliken_charge:R:1
C 1.35597 -1.54842 -0.63499 -4.79 2.31 -0.23 -0.8839
P 1.12576 0.19136 0.02707 0.75 -1.34 0.27 0.7627
O 2.47939 0.70435 0.31693 0.14 0.74 0.54 -0.7401
C 0.11229 1.33661 -0.92091 -1.15 -0.97 0.32 -0.5146
C -1.19886 1.27806 -0.61064 -0.12 3.38 0.99 -0.1154
C -1.61211 0.23544 0.36961 4.06 -1.80 -0.60 -0.6428
C -0.17100 -0.10163 1.31070 -2.57 -0.01 -0.63 -0.7403
H 1.73958 -2.11268 0.17057 0.46 -0.76 0.64 0.2997
H 0.17329 -1.72799 -0.78343 2.69 -0.62 -0.08 0.1967
H 1.89921 -1.55859 -1.55353 0.30 -0.17 -0.46 0.3292
H 0.64491 2.05775 -1.48719 0.00 0.63 -0.65 0.4568
H -1.93179 2.19276 -0.72521 1.44 -2.01 -0.56 0.2456
H -2.44824 0.40571 0.96665 -1.31 0.40 0.84 0.4454
H -1.74211 -0.64720 -0.30536 -0.33 0.12 1.08 0.2141
H -0.14591 0.46046 2.29164 0.06 -0.19 -1.45 0.3703
H -0.28039 -1.16599 1.56809 0.40 0.27 -0.02 0.3165
```
Positions in Å, forces in eV/Å.

The calculation puts the total energy at -16666.2023 eV. As for the spin multiplicity: 1. As for the SMILES: C[P@@]1(=O)C=CCC1. As for the net charge: 0.



No. 4
ORCA calculation (ωB97M-V/def2-TZVPD) on a cluster of 8 separate species, C44H44N4O8 in total in a non-equilibrium geometry.

```
100
Properties=species:S:1:pos:R:3:forces:R:3:mulliken_charge:R:1
O 2.62601 4.16734 2.04634 1.75 -0.13 2.43 -0.4584
C 1.68401 4.84334 2.69134 -4.81 0.25 2.22 0.2554
C 1.77901 5.08834 4.05934 -0.98 1.88 1.98 -0.6139
C 0.62401 5.54134 4.92634 3.83 -1.85 -0.64 -0.7584
C -0.62199 5.57234 4.38634 -1.31 2.65 0.46 1.0356
O -1.71599 6.11534 5.11634 2.40 -1.30 1.86 -0.5405
C -0.81299 5.51034 3.03034 2.03 -2.30 -1.84 -1.0648
C 0.33101 5.03434 2.22434 -0.83 0.69 1.00 -0.1898
H 2.56701 4.11034 1.13334 -0.66 0.28 -2.80 0.0923
H 2.78501 5.16534 4.46834 -0.22 -0.47 0.34 0.3564
H 0.78301 5.70834 6.03734 0.02 -0.14 -1.60 0.1580
H -1.31499 6.09634 6.05034 -1.53 0.30 -1.72 0.2999
H -1.88399 5.60834 2.76834 1.03 -0.03 -0.78 0.3425
H 0.25701 4.81234 1.18834 -0.77 0.10 -1.02 1.0054
O -6.81899 -3.19266 -1.18666 -2.75 -1.02 -1.39 -0.5492
C -5.94699 -2.51566 -0.46866 1.86 3.18 0.08 0.4527
C -5.58299 -1.19866 -0.86966 1.84 1.62 1.64 -0.6664
C -4.53899 -0.41266 -0.07866 -3.61 -1.21 -3.32 -0.0585
C -3.85399 -1.04866 0.88334 -1.83 -3.76 -0.36 0.4153
O -2.84799 -0.55266 1.51134 3.83 4.94 0.72 -0.4512
C -4.14899 -2.42266 1.17734 -2.15 -1.14 -1.02 -0.5322
C -5.26099 -3.12766 0.58534 2.50 -1.90 1.07 -0.2805
H -7.54899 -2.61166 -1.50866 1.02 -0.66 0.33 0.3352
H -5.98599 -0.66966 -1.79266 0.24 -1.02 1.40 0.2383
H -4.31699 0.63034 -0.34066 -0.12 -0.47 -0.03 0.4691
H -2.60699 0.40734 1.11834 -0.68 -3.11 1.31 0.0127
H -3.52999 -3.04966 1.81334 0.10 0.65 0.21 0.3836
H -5.35299 -4.37366 0.82134 -0.03 4.00 -0.73 0.1800
O -0.99899 1.95434 0.17434 -0.11 2.52 3.78 -0.5635
C -0.19999 1.02134 -0.37266 3.17 -0.44 -0.71 0.4922
C 1.19301 1.20034 -0.27866 3.07 -0.10 -0.68 -0.0497
C 2.14701 0.34834 -1.02866 -3.98 0.02 -0.18 -0.8689
C 1.52101 -0.64966 -1.86466 -0.02 1.67 2.93 0.1305
O 2.22501 -1.52866 -2.53966 -3.19 -1.82 -2.40 -0.4524
C 0.10701 -0.90166 -1.85966 4.47 6.69 4.45 -1.5375
C -0.71199 -0.05166 -1.15966 3.65 1.85 1.37 -0.6262
H -0.51599 2.53834 0.98234 -1.64 -2.54 -3.39 0.2914
H 1.75801 2.07534 0.30534 -1.91 -1.92 -1.04 0.1601
H 3.22801 0.51034 -1.01466 -0.42 -0.13 0.08 0.3552
H 3.11501 -1.67466 -2.54066 3.93 0.49 0.78 0.2560
H -0.29199 -1.54566 -2.41266 -2.88 -5.67 -4.54 1.6251
H -1.69799 -0.17466 -1.08866 -3.97 -0.70 -0.24 0.8125
O 2.05301 -4.24966 -3.19666 1.06 -6.86 -1.73 -0.4614
C 1.99601 -4.93266 -2.04566 -1.66 -0.99 0.60 0.3642
C 2.30601 -6.28066 -2.12566 -2.00 -2.24 8.09 -0.8119
C 2.17701 -7.26066 -0.90766 -1.69 7.53 -0.53 -0.6818
C 1.66901 -6.64866 0.31834 1.07 -3.18 -3.72 0.5518
O 1.51501 -7.37966 1.43934 -0.93 -2.70 1.27 -0.5714
C 1.31401 -5.36366 0.30734 0.95 2.65 -6.00 -1.0382
C 1.37801 -4.46066 -0.87666 1.30 -3.01 1.97 -0.2017
H 2.01701 -3.39966 -3.07066 -0.66 7.59 1.14 0.4326
H 2.87001 -6.81866 -2.70466 2.75 -1.82 -4.73 0.5296
H 2.50701 -8.23466 -0.84966 0.75 -1.99 -0.56 0.4752
H 1.17101 -8.33066 1.28034 1.02 2.57 0.02 0.3426
H 0.97401 -4.90166 1.10034 -1.85 1.91 4.24 0.6340
H 1.07501 -3.44566 -0.73466 -0.20 0.47 -0.10 0.4989
C -3.77899 -5.05966 -4.58466 -5.88 1.24 2.73 -0.0982
C -2.92799 -5.25966 -5.58366 2.05 -0.25 -0.84 -0.5165
C -1.59699 -4.92766 -5.31366 -1.21 -0.29 0.54 -0.2357
N -1.10299 -4.45666 -4.22466 -0.95 2.14 4.14 -0.2729
C -1.97099 -4.09466 -3.17966 -1.66 -0.87 -1.39 -0.0428
C -3.40299 -4.38166 -3.35266 1.62 0.11 0.87 -0.3184
H -5.05399 -5.27466 -4.73166 4.11 0.48 0.47 0.1544
H -3.10499 -5.70466 -6.54466 -0.60 -0.09 -0.12 0.3746
H -0.82999 -5.08366 -5.96366 1.65 -0.75 -2.55 0.4794
H -1.51399 -3.57766 -2.25066 -0.92 -1.11 -1.71 0.3482
H -4.17799 -4.13266 -2.49766 1.70 -0.57 -2.05 0.1583
C 4.43901 5.04034 -1.20866 -3.03 -1.30 -1.44 -0.3059
C 3.51901 4.02934 -1.75766 4.80 1.77 1.27 -0.1279
C 2.22401 4.18534 -1.52066 -3.46 -0.14 -0.95 -0.6115
N 1.71201 5.24034 -0.95066 0.19 3.79 2.77 -0.4197
C 2.48801 6.30134 -0.40766 -0.28 -4.81 -3.00 -0.4433
C 3.88301 6.18034 -0.60966 1.18 1.95 1.67 -0.3005
H 5.47501 4.86534 -1.43966 0.31 0.47 0.36 0.4456
H 3.96601 3.21934 -2.28766 -0.05 -0.60 -0.26 0.4585
H 1.37801 3.56834 -1.88566 1.17 -0.37 0.00 0.5429
H 1.80901 6.99534 0.03434 0.58 0.96 0.42 0.5228
H 4.59201 7.01534 -0.19366 -1.40 -1.69 -0.89 0.2588
C -4.72599 3.33934 3.32334 1.81 -2.32 0.75 -0.5546
C -5.37599 3.15134 4.53034 -0.91 1.80 -0.22 -0.2984
C -4.88399 2.40234 5.55134 2.21 -1.97 0.26 -0.2554
N -3.68999 1.56534 5.34534 -2.29 2.23 -0.89 -0.5690
C -3.14599 1.65234 4.11034 -0.01 -0.10 0.36 0.0433
C -3.60899 2.56834 3.08334 0.78 -1.73 -0.23 0.1735
H -5.17399 4.00734 2.67234 -0.41 1.06 -1.60 0.5155
H -6.25499 3.81334 4.50634 0.04 -0.69 1.28 0.2772
H -5.40799 2.42834 6.55534 1.07 -0.52 -1.29 0.2933
H -2.24799 0.93134 3.87634 -1.89 1.53 0.58 0.2712
H -3.13499 2.42034 2.07934 -0.36 0.76 0.98 0.1153
C 6.25201 0.62634 -0.18966 0.35 -4.52 -2.61 -0.4445
C 5.98001 -0.65966 0.38834 -0.30 -0.48 -3.56 -0.5352
C 5.75801 -1.68066 -0.57866 0.36 -0.78 0.77 0.0454
N 5.96801 -1.59166 -1.92566 0.12 0.99 0.71 -0.5755
C 6.37701 -0.40566 -2.40966 -0.82 2.37 -0.07 -0.0659
C 6.50401 0.79834 -1.58066 -1.82 -3.09 0.99 -0.3958
H 6.23201 1.40834 0.40434 0.02 3.92 2.79 0.6076
H 5.76601 -1.01666 1.38634 0.18 1.01 0.31 0.3708
H 5.38101 -2.68966 -0.15766 0.67 1.60 -1.12 0.2889
H 6.39901 -0.19366 -3.55466 0.22 -1.05 2.07 0.2851
H 6.36701 1.78734 -1.98866 0.81 0.09 -0.29 0.4014
```
Positions in Å, forces in eV/Å.

The calculation puts the total energy at -68668.3431 eV. As for the spin multiplicity: 1. As for the SMILES: Oc1ccc(O)cc1.Oc1ccc(O)cc1.Oc1ccc(O)cc1.Oc1ccc(O)cc1.c1ccncc1.c1ccncc1.c1ccncc1.c1ccncc1. As for the net charge: 0.



No. 5
ORCA calculation (ωB97M-V/def2-TZVPD) on a structure of composition C28H47BBrMgNO5Si4.

```
88
Properties=species:S:1:pos:R:3:forces:R:3:mulliken_charge:R:1
Mg -0.65110 -0.41546 0.18475 0.31 0.32 0.28 0.4265
O -2.86360 -5.81774 -2.56089 -0.17 -0.32 -0.09 -0.5780
C -2.32729 -4.60521 -2.28947 0.21 -0.02 0.01 1.0733
C -3.10662 -3.48590 -2.06997 -0.17 0.35 0.06 -0.6262
C -2.48041 -2.29191 -1.76808 -0.03 0.11 -0.04 -0.8089
N -1.14334 -2.17394 -1.69566 -0.21 0.50 0.05 -0.0947
C -0.43535 -3.25189 -1.92512 0.37 -0.26 -0.02 -0.0567
Br 1.44580 -3.04497 -1.78222 0.00 0.01 0.06 -0.0886
C -0.95127 -4.50278 -2.22572 0.19 0.09 0.00 -0.6521
H -3.82226 -5.73751 -2.51911 -0.02 -0.04 0.00 0.2895
H -4.18943 -3.53697 -2.10679 0.02 0.05 0.04 0.3599
H -3.06627 -1.40331 -1.52616 -0.04 -0.13 0.03 0.5671
H -0.31258 -5.35613 -2.39214 0.00 -0.01 0.02 0.4575
C -2.62316 2.41770 0.39865 0.32 -0.08 0.13 -1.4678
O -1.41056 1.65661 0.43067 -0.52 -0.21 -0.17 -0.3692
Si -0.06263 2.08717 1.38595 0.47 0.14 -0.18 0.4964
C -0.73390 2.30118 3.12172 -0.03 -0.25 0.23 -1.2351
C 0.44811 3.83452 0.89619 0.05 0.15 -0.27 -1.0077
C 1.11882 0.77192 0.91989 -0.22 -0.22 -0.24 1.4650
Si 2.21725 0.23464 2.31852 0.10 -0.10 0.07 -0.0954
C 1.23065 -0.43109 3.79705 -0.15 -0.02 0.06 -0.9709
C 3.18365 1.70972 3.01112 0.16 0.20 0.02 -1.0694
C 3.48837 -1.14813 2.11301 0.07 -0.20 -0.19 -0.9494
Si 1.31498 1.74603 -2.00046 0.40 -0.25 -0.07 0.6068
C 2.29888 3.30502 -2.39003 0.06 0.27 -0.06 -1.1016
C -0.48405 2.25505 -2.38699 -0.17 0.01 0.22 -0.8894
C 1.60731 0.48728 -3.37886 -0.02 -0.13 -0.13 -0.7248
H -2.41356 3.43382 0.04704 0.01 -0.02 -0.01 0.4096
H -3.06930 2.47383 1.39647 0.04 -0.05 -0.02 0.3336
H -3.32695 1.92640 -0.26198 -0.07 -0.13 -0.09 0.2252
H -1.45069 3.13095 3.12588 0.07 -0.04 -0.01 0.3958
H 0.05700 2.53189 3.84338 -0.06 0.03 -0.09 0.3630
H -1.24686 1.39098 3.44555 0.06 0.10 0.00 0.2034
H -0.22062 4.59958 1.31025 0.07 -0.07 -0.03 0.3300
H 0.48332 3.96034 -0.19275 0.02 0.01 0.22 0.0511
H 1.46346 4.01612 1.27336 -0.14 -0.02 -0.03 0.2760
H 0.59574 0.31409 4.28102 0.02 -0.06 -0.01 0.2750
H 1.93466 -0.81771 4.54682 -0.05 0.06 -0.07 0.4912
H 0.57084 -1.24907 3.48818 0.07 0.07 0.05 0.1154
H 2.50991 2.43899 3.48295 0.09 -0.08 -0.04 0.2211
H 3.72156 2.21275 2.19781 -0.06 -0.09 0.10 0.1947
H 3.91823 1.38903 3.76319 -0.09 0.05 -0.06 0.3451
H 3.09219 -1.96164 1.48936 0.09 0.10 0.08 0.2130
H 3.74845 -1.55995 3.10085 -0.07 0.03 -0.12 0.4418
H 4.38638 -0.76510 1.62265 -0.12 -0.07 0.05 -0.0162
H 1.93290 4.15910 -1.80655 0.04 -0.09 -0.09 0.3911
H 2.22982 3.56752 -3.45481 0.01 -0.02 0.11 0.3358
H 3.34821 3.15094 -2.13318 -0.08 0.04 -0.01 0.0638
H -0.84731 3.07697 -1.76169 0.01 -0.10 -0.11 0.2258
H -1.19071 1.42345 -2.26696 0.04 0.11 -0.06 0.0190
H -0.52483 2.57736 -3.43533 0.02 -0.03 0.06 0.5086
H 2.60826 0.05778 -3.31425 -0.13 0.00 -0.02 -0.0025
H 1.48382 0.94927 -4.36917 0.02 -0.06 0.12 0.3001
H 0.88189 -0.33383 -3.29658 0.07 0.11 -0.03 0.1287
C -1.47577 -3.21278 1.73204 0.01 0.07 0.11 -1.5848
C -1.74214 -1.79436 1.28975 -0.37 -0.17 -0.25 1.3297
O -1.68838 -0.75065 2.51552 -0.68 0.16 0.14 -0.4178
H -1.95681 -3.45598 2.69112 0.01 -0.04 -0.06 0.3482
H -0.40491 -3.42378 1.83109 -0.02 -0.03 -0.01 0.1479
H -1.87630 -3.89982 0.97517 0.01 0.04 0.02 0.3581
C 5.24273 -1.25527 -1.47623 -0.04 -0.27 0.05 -0.9659
Si 4.73373 0.56630 -1.39001 0.14 0.07 0.05 -0.2477
C 6.08636 1.48582 -0.42913 0.19 0.14 0.11 -1.2682
C 5.09703 1.11060 -3.20921 -0.10 0.04 -0.14 -1.3132
C 3.24582 0.71366 -0.44524 -0.31 0.06 -0.09 -1.1356
C 1.94499 1.01885 -0.35829 -0.36 0.18 0.23 1.3929
H 6.24091 -1.37250 -1.91713 -0.07 0.00 0.01 0.3067
H 4.52975 -1.81221 -2.10121 0.11 0.05 0.06 0.1355
H 5.23946 -1.71440 -0.48065 0.00 0.07 -0.13 0.2786
H 7.01017 1.61661 -1.01016 -0.10 -0.02 0.07 0.2986
H 6.33111 0.95021 0.49675 -0.06 0.08 -0.10 0.3062
H 5.71619 2.47868 -0.14087 0.06 -0.11 -0.04 0.3078
H 6.17540 1.10844 -3.41694 -0.05 -0.02 0.06 0.4500
H 4.71355 2.11412 -3.41953 0.08 -0.05 -0.04 0.3474
H 4.62186 0.42877 -3.92429 0.06 0.06 0.02 0.3352
O -4.14737 -0.30545 -0.38695 -0.02 0.11 -0.03 -0.6542
B -2.88264 -1.02022 1.90493 0.18 -0.27 0.45 0.4949
O -4.15299 -0.73608 2.34587 0.20 0.13 -0.32 -0.7957
C -5.30003 -0.87854 1.58662 0.07 -0.17 0.24 0.3946
C -6.47107 -1.18523 2.24066 -0.07 -0.05 -0.07 -0.6785
C -7.68029 -1.30082 1.54243 0.08 0.03 0.00 -0.4857
C -7.66915 -1.09724 0.17003 0.16 0.00 -0.01 -0.5007
C -6.48773 -0.77576 -0.49559 -0.15 -0.06 0.08 -0.6939
C -5.24750 -0.63653 0.17913 0.18 0.14 -0.10 0.2435
H -6.43052 -1.34080 3.31249 0.01 0.01 0.03 0.4011
H -8.59821 -1.53556 2.06760 0.01 -0.02 0.00 0.3382
H -8.59202 -1.18678 -0.39486 -0.01 0.02 -0.02 0.3397
H -6.49108 -0.59907 -1.56628 0.02 0.01 0.00 0.3921
```
Positions in Å, forces in eV/Å.

The calculation puts the total energy at -149205.2322 eV. As for the spin multiplicity: 1. As for the net charge: -2.



Calculated values (eV) of Kohn-Sham gap for the records, taken in order: 9.4, 8.3, 10.2, 8.0, 4.0.
Calculated values (eV) of ΔE to the lowest compared entry with this formula, charge and spin for the records, taken in order: 2.583, 5.630, 0.687, 0.663, 1.232.
Calculated values (eV) of lowest unoccupied orbital energy for the records, taken in order: 0.13, -0.38, 0.65, 0.07, 3.79.